Formula: C16H21NO2
Source: the Open Molecules 2025 dataset
Level of theory: wB97M-V/def2-TZVPD

```
! wB97M-V def2-TZVPD RIJCOSX def2/J DEFGRID3
* xyz 0 1
C -0.06 -2.71 -3.04
N 0.72 -2.34 -1.86
C 2.15 -2.48 -1.86
C 2.76 -3.71 -2.16
C 4.16 -3.79 -2.18
C 4.94 -2.64 -2.02
C 4.32 -1.41 -1.77
C 2.93 -1.34 -1.61
C 0.02 -1.88 -0.83
H 0.57 -2.78 -3.93
H -0.57 -3.67 -2.88
H -0.82 -1.93 -3.20
H 2.15 -4.60 -2.33
H 4.65 -4.76 -2.34
H 6.03 -2.70 -2.08
H 4.91 -0.50 -1.70
H 2.43 -0.41 -1.34
H 0.47 -1.80 0.17
H -1.07 -1.83 -0.95
C -2.91 3.98 2.59
C -2.27 2.65 2.17
C -2.62 1.59 3.21
C -2.78 2.25 0.78
C -2.10 1.01 0.15
O -2.73 0.31 -0.66
C -0.74 0.78 0.52
C -0.01 1.59 1.46
O 1.16 1.36 1.81
C -0.76 2.82 2.03
H -2.69 4.78 1.88
H -4.00 3.88 2.67
H -2.53 4.30 3.58
H -2.22 0.62 2.94
H -2.22 1.89 4.19
H -3.71 1.51 3.30
H -3.86 2.08 0.84
H -2.60 3.11 0.11
H -0.19 0.02 -0.01
H -0.58 3.67 1.35
H -0.34 3.08 3.01
*
```

Properties
E_HOMO, Ha: -0.2422
Lowest unoccupied orbital energy, eV: -1.739
Kohn-Sham gap, hartree: 0.1783



Formula: C4H15N4
Source: the Open Molecules 2025 dataset
Level of theory: wB97M-V/def2-TZVPD

```
! wB97M-V def2-TZVPD RIJCOSX def2/J DEFGRID3
* xyz 2 2
C 0.64 -0.10 -1.11
C 1.86 0.28 -1.94
C 3.12 -0.54 -1.61
N -0.57 0.76 -1.30
H 0.31 -1.09 -1.44
H 0.88 -0.10 -0.04
H 2.12 1.33 -1.74
H 1.62 0.21 -3.01
H 3.43 -0.27 -0.60
H 3.01 -1.62 -1.73
H 3.89 -0.21 -2.30
H -0.40 1.77 -1.26
H -1.00 0.54 -2.20
H -1.30 0.63 -0.55
N -2.21 0.48 3.24
C -1.92 -0.09 2.05
N -1.07 -1.14 2.07
N -2.42 0.35 0.88
H -3.14 0.89 3.32
H -1.91 0.01 4.09
H -1.01 -1.68 2.92
H -1.04 -1.68 1.21
H -2.90 1.24 1.05
*
```

Properties
E_HOMO (spin up / spin down), Ha: -0.6782 / -0.6782
Lowest unoccupied orbital energy (spin up / spin down), eV: -7.363 / -12.464
Kohn-Sham gap (spin up / spin down), hartree: 0.4076 / 0.2201



Number 1: total energy -22515.1663 eV. Number 2: total energy -10333.8485 eV.